[1]
Formula: C3H6O2
Source: the Open Molecules 2025 dataset
Level of theory: ωB97M-V with the def2-TZVPD basis set

The geometry in XYZ format:
```
11
Properties=species:S:1:pos:R:3:forces:R:3
C -1.446283 0.589761 0.122646 2.237 2.021 -2.354
O -0.931917 -0.624350 0.503341 -1.226 -0.238 2.116
C 0.411232 -0.850511 0.235508 -1.373 -2.189 -3.065
C 1.545811 0.055741 -0.153430 0.356 1.098 0.098
O 2.717083 -0.198272 0.004785 -0.624 -0.608 0.383
H -1.001651 1.332435 0.784957 -0.069 0.555 -0.026
H -0.860773 0.754597 -0.931050 -2.333 0.388 1.617
H -2.549477 0.771736 0.174764 0.973 -1.053 -0.456
H 0.138330 -1.232314 -1.057342 1.934 0.061 3.108
H 0.647774 -1.553104 1.060365 0.670 -0.211 -1.371
H 1.329871 0.954277 -0.744542 -0.546 0.177 -0.051
```
Forces are in eV/Å.

The value obtained for the lowest unoccupied orbital energy is 0.43 eV. As for the net charge: 0. The total energy is -7299.8141 eV. The HOMO-LUMO gap comes out at 10.16 eV.

Atomic partial charges in e from the natural (NBO) method, atoms 1 to 2:
1 C -0.249
2 O -0.526

=====

[2]
Formula: C25H23ClN2O5RuS5
Source: the Open Molecules 2025 dataset
Level of theory: ωB97M-V with the def2-TZVPD basis set

The geometry in XYZ format:
```
62
Properties=species:S:1:pos:R:3:forces:R:3
Ru 0.208314 0.606333 0.464605 -1.086 -0.008 -1.029
C -1.652536 4.176559 2.056238 0.033 -0.366 -0.092
C -0.587157 3.167624 1.665516 -0.187 -0.055 0.154
O -0.981458 2.034442 1.269189 -0.531 0.309 -0.134
C 0.743487 3.573096 1.799022 0.181 -0.116 -0.004
C 1.879686 2.839845 1.466759 -0.148 0.534 0.204
C 3.230848 3.475347 1.612194 -0.131 -0.063 0.016
N 1.836381 1.610962 0.972716 -1.867 -1.083 -0.168
N 3.003413 1.057512 0.612257 2.108 -0.724 -0.458
C 2.868295 -0.094914 0.003874 -0.627 1.089 0.679
O 1.719586 -0.631885 -0.189693 -0.313 -0.459 -0.545
C 4.084140 -0.780679 -0.466819 0.195 -0.286 -0.136
C 5.352884 -0.270982 -0.203243 -0.159 0.003 -0.035
C 6.475134 -0.947268 -0.638926 0.090 -0.050 0.029
C 6.344190 -2.136576 -1.340758 0.069 -0.067 -0.027
C 5.083689 -2.634344 -1.629321 0.116 -0.107 -0.008
C 3.958934 -1.961730 -1.193290 -0.146 0.251 0.116
H -2.634624 3.826735 1.747387 0.018 -0.052 -0.036
H -1.444309 5.137901 1.589862 0.008 0.054 0.031
H -1.654903 4.303472 3.138082 0.011 0.055 0.069
H 0.907291 4.567436 2.184305 0.020 0.075 -0.002
H 3.145317 4.469914 2.036252 -0.056 0.100 0.029
H 3.708944 3.523054 0.635600 0.088 -0.001 -0.008
H 3.855097 2.854209 2.249564 0.123 -0.041 0.002
H 5.434321 0.655997 0.339208 0.007 0.106 0.109
H 7.458006 -0.553969 -0.418873 0.065 0.022 0.001
H 7.224736 -2.679881 -1.652220 0.081 -0.020 -0.081
H 4.977594 -3.555839 -2.184164 0.006 -0.063 -0.045
H 2.964736 -2.321471 -1.404324 -0.108 -0.099 -0.006
C -5.062108 0.888078 -2.735809 0.133 -0.013 0.002
C -4.190718 -0.332236 -2.743065 0.220 0.107 -0.285
C -4.682812 -1.537719 -2.259782 0.145 -0.103 0.039
C -3.893533 -2.672848 -2.261912 0.082 0.234 -0.098
Cl -4.524350 -4.151692 -1.619739 -0.136 -0.280 0.107
C -2.613230 -2.648732 -2.786752 -0.064 0.111 -0.016
C -2.128261 -1.458653 -3.293361 -0.136 0.248 -0.126
C -2.888784 -0.293075 -3.253566 -0.353 -0.487 -0.151
O -2.372898 0.846928 -3.844978 -0.179 -0.438 -0.003
C -1.922907 1.892136 -3.003149 0.255 0.105 0.455
C -1.033742 1.415292 -1.837085 -0.003 0.843 -0.925
O -1.368945 0.364208 -1.255554 0.732 -0.634 1.546
O -0.051932 2.110597 -1.525157 0.370 0.098 0.387
H -6.113469 0.608614 -2.725476 -0.057 0.008 0.014
H -4.865596 1.495599 -3.617103 -0.020 0.104 -0.018
H -4.860793 1.487725 -1.847760 -0.032 0.118 0.032
H -5.695889 -1.591719 -1.886804 -0.038 0.003 0.077
H -2.005686 -3.540706 -2.792082 0.023 -0.054 0.011
H -1.135709 -1.409290 -3.712049 0.141 0.039 -0.001
H -2.765848 2.447288 -2.563726 0.087 -0.059 -0.085
H -1.347553 2.561237 -3.646604 -0.088 -0.065 0.183
C -0.956335 -4.609820 2.356823 -0.204 0.171 0.470
S -2.341075 -3.797447 3.217472 -0.070 -0.081 -0.332
C -1.564383 -2.309936 3.704720 0.244 0.129 -0.524
C -1.053259 -1.371733 2.846762 -0.112 -0.600 0.850
S -1.172040 -1.433887 1.147432 1.138 1.348 -0.714
S -0.187397 -0.045355 3.606294 -1.838 -0.315 1.157
C -0.920958 -0.326793 5.226311 3.269 -1.235 1.207
S -0.258015 0.455481 6.570444 -1.223 0.054 -0.940
S -1.412299 -2.038873 5.414439 -0.321 1.949 -0.659
H -1.361528 -5.494419 1.880205 -0.034 -0.148 -0.091
H -0.217647 -4.882940 3.104117 0.163 -0.094 -0.096
H -0.540335 -3.936213 1.615501 0.046 0.000 -0.097
```
Forces are in eV/Å.

The multiplicity is 2. The value obtained for the lowest unoccupied orbital energy (alpha / beta) is 1.43 / 1.72 eV. As for the net charge: -1. The total energy is -108798.2703 eV. The HOMO-LUMO gap (alpha / beta) comes out at 6.06 / 6.40 eV.

Atomic partial charges in e from the natural (NBO) method, atoms 1 to 2:
1 Ru 1.085
2 C -0.678

=====

[3]
Formula: C3H7N3
Source: the Open Molecules 2025 dataset
Level of theory: ωB97M-V with the def2-TZVPD basis set

The geometry in XYZ format:
```
13
Properties=species:S:1:pos:R:3:forces:R:3
N 2.776242 1.341580 -0.644608 -1.007 -0.521 0.487
C 1.855551 0.800547 -0.198055 0.765 0.218 -0.360
C 0.685215 0.085793 0.353875 -0.089 0.127 -0.140
N 0.755940 -1.325691 0.161507 -0.081 -0.229 -0.420
C -0.618449 0.589188 -0.355790 0.188 -0.011 -0.015
N -1.740703 -0.164507 0.195176 -0.107 0.168 0.075
H 0.698410 0.202087 1.445597 -0.344 1.042 -0.103
H -0.131458 -1.765533 0.329047 0.247 -0.406 -0.153
H 1.587755 -1.805558 -0.106274 -0.011 -0.090 0.005
H -0.763362 1.683375 -0.336131 0.290 -0.282 0.304
H -0.514492 0.312570 -1.413156 0.106 0.020 0.266
H -2.085857 0.284364 1.037069 -0.087 -0.103 -0.119
H -2.504786 -0.238214 -0.468251 0.129 0.068 0.172
```
Forces are in eV/Å.

The value obtained for the lowest unoccupied orbital energy is 0.87 eV. As for the net charge: 0. The total energy is -7694.0155 eV. The HOMO-LUMO gap comes out at 9.96 eV. As for the SMILES: N#C[C@H](N)CN.

Atomic partial charges in e from the natural (NBO) method, atoms 1 to 2:
1 N -0.319
2 C 0.282